1.
DFT (wB97M-V/def2-TZVPD) results for a structure of composition C47H53GeHfN9O3PS in a non-equilibrium geometry.

```
116
Properties=species:S:1:pos:R:3:forces:R:3
C 1.44564 1.27017 -2.50469 0.022 -0.075 -0.045
H 4.18323 0.13088 -1.81413 0.011 0.063 -0.048
C 0.28776 3.30995 5.44304 0.000 -0.061 0.018
H -7.26934 -2.47946 -2.58267 0.011 0.005 0.007
H 2.04143 -3.20624 -5.59377 -0.013 0.001 0.001
H 3.35803 2.44354 3.81402 0.000 0.019 -0.036
C -1.53681 -1.58775 3.42102 0.062 -0.080 -0.088
H -5.23561 2.44386 2.60586 0.013 -0.010 -0.013
H -2.61854 -3.12188 -2.65627 0.009 0.017 0.010
H 2.14671 -3.00609 -1.20683 -0.003 0.017 0.015
O -0.80989 2.02455 -0.49445 -0.303 -0.060 0.085
H -0.53810 5.06182 0.30234 -0.005 0.013 -0.010
H 1.40081 0.35022 -5.72747 0.000 -0.006 0.017
H 2.60142 1.87536 -0.36327 0.148 0.072 0.197
H 5.19294 3.97426 3.26750 0.006 0.004 0.004
S -1.80764 -2.27240 4.90420 0.019 0.057 -0.116
C 0.15771 1.07732 6.31193 0.000 0.011 -0.050
C 0.97166 -3.42333 -5.61072 -0.004 0.003 0.016
H 5.70132 -1.89416 2.66374 -0.001 0.002 -0.001
H -4.53980 1.74693 -1.65208 0.001 0.006 0.016
C 2.81502 2.03143 1.77331 0.099 0.039 -0.033
C 2.59287 -0.91839 -0.78797 -0.033 -0.015 0.043
C 0.29734 -2.88506 -4.37450 0.030 -0.006 -0.018
C 1.30461 2.60551 -2.34025 -0.058 0.158 0.006
H -3.12014 2.06008 -2.67743 0.017 0.001 -0.012
H -3.18758 2.61338 3.22496 0.026 -0.021 -0.081
H -1.52888 -3.98252 -4.64428 0.001 0.013 0.010
N 2.01295 0.85267 -3.78414 0.011 -0.051 -0.021
H -0.31608 2.83450 7.45447 -0.001 0.006 -0.001
C 3.20728 1.54836 -4.21600 0.005 -0.031 -0.037
H 0.80083 -2.13744 3.24670 -0.009 -0.017 0.019
C -2.88005 -1.75282 -0.67220 -0.052 -0.249 -0.028
H 3.65382 -1.33550 -2.65338 0.015 0.008 0.024
C 3.82925 -0.88923 -1.67288 -0.025 -0.023 -0.054
C 4.62642 -1.95039 2.80147 -0.051 -0.010 0.010
H 4.31141 0.05645 2.14056 0.004 -0.057 0.019
C 3.57938 2.64959 2.77126 0.011 -0.077 -0.008
H -2.84524 -4.86551 0.69743 0.015 0.015 0.002
C -4.60748 -3.39665 -0.59372 -0.083 -0.007 -0.015
N -3.31899 0.79883 0.67386 -0.173 -0.320 0.199
C 3.16710 2.31725 0.45263 -0.131 0.002 -0.004
Hf -1.16589 0.16594 0.57097 0.968 0.292 0.219
H 0.91058 3.48983 3.40794 0.017 -0.002 0.007
N -5.10155 1.75741 1.86874 -0.035 -0.029 0.008
C 3.83271 -0.84782 2.50484 -0.056 -0.010 -0.006
H -5.73151 -0.67816 -2.31594 0.004 -0.017 0.000
C 4.20966 3.18154 0.13143 -0.036 -0.043 0.050
C -0.97380 -1.86037 -2.03524 0.200 -0.089 0.004
C -6.73901 -3.17628 -1.93280 0.007 -0.021 0.017
C 0.57890 0.57424 5.08407 -0.116 -0.053 -0.036
H 1.74325 3.16737 -3.16527 -0.042 0.015 0.035
N -2.87403 2.40192 2.28410 0.058 0.072 0.076
H -1.91546 -3.45839 1.28177 -0.009 -0.009 -0.009
H 4.65690 -3.98098 3.51508 0.000 0.004 -0.001
H -0.08579 0.38580 7.10915 0.010 -0.008 0.012
C 0.74405 3.51462 -1.36518 -0.147 -0.129 -0.020
C 0.91515 -1.94709 -3.56490 0.025 0.006 0.024
C 0.01593 2.44441 6.49884 -0.006 0.022 -0.024
C 4.94410 3.78594 1.14029 -0.043 -0.025 0.046
C 2.23622 -2.34032 -0.34513 0.039 0.007 0.004
C -2.34844 -3.93962 0.40137 -0.026 -0.028 -0.014
C -1.61953 -2.78011 -2.89261 -0.013 -0.001 0.043
H 3.01215 -2.72084 0.32476 -0.015 0.010 -0.008
H -1.52686 -4.18504 -0.27798 -0.015 -0.005 0.002
C -5.09056 -1.32562 -1.72755 0.018 0.146 0.002
H -1.71974 3.88378 0.78012 -0.040 0.030 -0.028
H 3.02547 2.58674 -4.54253 0.007 -0.019 -0.026
N -1.58747 1.81685 2.28560 0.022 -0.003 0.014
H 4.42956 3.39362 -0.90911 0.007 0.006 -0.017
C -0.30296 3.18194 -0.49006 0.231 -0.057 -0.070
H 3.94206 1.57340 -3.41649 0.053 -0.004 0.089
H -7.39541 -3.42869 -1.09523 0.005 0.006 -0.012
C 0.69835 2.79748 4.22020 0.048 -0.107 0.027
H 0.17889 4.38151 5.57202 -0.002 0.004 0.007
N -1.51493 -1.44821 -0.82721 -0.441 0.256 -0.258
H -5.48673 -0.15187 1.50492 0.046 -0.041 -0.070
C 0.85693 1.41853 4.01037 0.049 0.206 0.049
C 4.04350 -3.11820 3.27862 0.002 0.030 -0.016
H 4.62950 -1.45040 -1.17933 -0.007 0.005 -0.006
H 1.90211 -1.58889 -3.83140 -0.036 -0.009 0.001
C -3.32232 -3.00658 -0.26058 0.131 0.062 -0.005
H 1.28964 -2.36547 0.20189 -0.009 -0.026 0.021
O -3.17507 0.19868 -1.92132 -0.025 -0.031 -0.196
O -4.98793 -0.79189 0.95800 -0.054 0.147 0.054
H 0.11319 0.36311 -4.50911 -0.010 0.006 -0.021
C 4.62528 3.51253 2.46688 -0.017 -0.020 -0.075
H 2.19424 -4.06817 3.82212 -0.006 0.006 -0.001
C -1.27672 -1.11348 2.29776 -0.115 -0.011 0.290
H -4.45840 1.06960 -3.30331 -0.012 -0.012 -0.007
C -3.88453 -0.69665 -1.09087 -0.082 -0.052 -0.129
H -0.89394 2.55555 2.28963 0.009 -0.060 0.098
P 1.01764 -0.12458 -1.36853 -0.185 0.102 0.015
C 1.13500 4.87337 -1.44025 0.117 -0.020 -0.069
H 0.74752 1.89962 -5.13391 0.008 0.017 0.007
H 0.56108 -2.97956 -6.52335 0.000 -0.002 0.005
N -4.39407 0.11691 0.03786 0.019 0.053 -0.077
C -5.45180 -2.58187 -1.42904 -0.037 -0.122 0.003
H 3.63848 1.01636 -5.06980 -0.003 -0.007 0.018
N -0.81513 4.09855 0.38337 -0.009 -0.026 0.059
Ge 1.32398 0.72623 2.18996 -0.030 -0.113 -0.158
C 1.87570 -2.06556 3.13566 0.050 0.045 -0.063
C 1.01627 0.86970 -4.84327 -0.036 -0.002 0.018
H -6.55536 -4.09822 -2.49157 -0.008 0.000 0.006
H 2.83581 -0.35930 0.11541 0.023 0.034 0.019
C -3.83761 1.62405 1.60438 -0.054 0.133 -0.144
H -1.44108 1.19930 3.08599 -0.030 0.065 0.030
C 0.29535 -1.39818 -2.44254 -0.018 -0.023 -0.026
H 5.75010 4.46926 0.89861 0.003 -0.001 0.002
H 0.64347 -0.50115 4.96023 -0.004 0.040 0.028
N 1.45349 5.98528 -1.50406 -0.067 -0.001 0.042
C 2.66685 -3.16692 3.44845 -0.022 0.036 -0.021
H -4.96148 -4.38054 -0.30194 0.023 0.005 0.007
C -3.87816 1.32525 -2.40952 -0.026 -0.016 0.040
H 0.85259 -4.50668 -5.69534 -0.001 0.009 0.006
C -0.99521 -3.26845 -4.02184 -0.040 -0.007 0.011
C 2.44004 -0.87822 2.65552 0.192 0.028 0.099
```
Forces are in eV/Å.

As for the HOMO-LUMO gap (spin up / spin down): 0.2020 / 0.1950 Eh. As for the expectation value of S²: 0.79. Its HOMO energy (spin up / spin down) is -0.05283 / -0.05371 Ha. As for the total charge: -2. As for the spin multiplicity: 2. The value obtained for the largest force on an atom is 1.0 eV/Å. The molecular weight comes out at 1106.14 g mol⁻¹.

=====

2.
DFT (wB97M-V/def2-TZVPD) results for a cluster of 15 separate species, C5H39NO14 in total in a non-equilibrium geometry.

```
59
Properties=species:S:1:pos:R:3:forces:R:3
O -3.44230 -0.07752 -3.66814 0.046 -0.190 0.370
O 1.42011 -0.57669 3.60692 -0.214 -0.081 -0.045
H 0.07823 2.76496 -1.46373 -0.150 0.070 -0.223
H -1.08030 1.22206 1.74046 0.169 -0.070 0.055
H -4.03933 0.37766 -3.06704 -0.142 0.199 -0.153
C 0.51320 0.65979 -1.44853 -2.051 1.071 -1.055
H 1.82020 1.82983 3.21933 -0.170 -0.284 -0.875
O -0.56898 -3.14483 -2.36147 -1.203 0.200 0.205
H 0.48170 -0.59404 3.90128 0.084 0.163 -0.236
H -0.27716 -3.74579 -3.04905 0.476 0.092 0.120
O 1.82415 2.72393 2.82917 -0.020 -0.516 1.330
N -1.10018 -0.78998 -0.36178 -0.603 -0.384 -1.308
H 3.25255 -1.01931 2.08592 0.545 0.147 -0.165
H 2.96362 -2.84505 -1.23543 -0.055 -0.333 0.134
H 2.61472 3.33981 -1.23271 0.567 -0.385 -0.119
O -0.78651 0.73162 -4.75359 0.163 -0.073 -0.103
O 4.37928 -1.74579 -1.17280 -0.248 0.668 0.306
H 1.78438 -3.40141 -0.36522 0.157 0.071 0.170
H 0.51082 -1.70478 1.63348 -0.071 0.134 0.222
H 1.61649 -1.24078 -1.82482 0.129 0.510 0.564
H -1.10223 1.26717 -0.16546 0.180 0.527 -0.524
O 0.57007 -2.56999 1.20855 -0.189 -0.027 0.161
C 1.06678 -0.42153 -2.31106 1.408 -0.728 0.002
H 1.78382 0.03077 -2.99841 -0.113 -0.181 -0.237
H 2.71723 1.57031 -0.68625 0.452 0.358 0.356
C 2.11806 2.46807 -0.80367 -1.529 0.836 -0.570
O -1.17060 -0.85005 4.32372 -0.557 -0.300 0.623
H 4.10752 -0.91302 -1.57912 0.174 -0.129 -0.340
O -4.15855 -1.32683 -0.11058 1.292 1.176 -0.929
H 0.16727 -2.62625 -2.02956 0.631 -0.683 -0.173
H -2.49499 3.23807 2.60182 0.048 0.285 -0.049
H 4.15341 -1.55770 -0.23693 0.188 -0.377 0.008
H -1.58665 -0.07721 4.71545 0.250 0.215 0.205
O -0.89495 4.52057 1.33861 0.272 0.997 0.680
C -0.60986 0.49815 -0.74829 0.283 -1.254 1.773
H -2.54352 1.00436 2.04879 0.008 0.154 -0.118
H -1.83841 -1.08581 3.67046 0.387 -0.156 -0.351
O -1.67396 0.60231 2.17405 -0.370 0.095 0.054
O 3.30626 -1.65934 1.36120 -0.695 0.388 0.767
H -0.61690 0.47007 -3.84410 0.042 0.134 0.054
H -1.32959 -1.30152 -1.21567 0.293 -0.310 0.099
H -2.96275 -0.65006 -3.05677 0.046 -0.164 -0.165
O -3.04539 2.99827 1.85270 -0.592 -0.561 0.024
H 2.04134 3.16659 3.66389 0.045 0.690 -0.438
H -3.50301 3.80458 1.59755 0.124 0.066 0.014
O 2.20864 -3.46863 -1.22602 -0.159 0.041 -0.373
H -1.98924 -0.75586 0.12279 0.091 0.466 0.159
H -3.91760 -2.24327 -0.00602 -0.876 -0.357 0.480
H 1.68475 2.88073 0.10865 0.463 -0.667 0.504
H 1.70327 -1.46535 3.84297 0.275 -0.062 0.084
H 1.22739 2.28262 -2.73144 -0.445 -0.247 -0.261
H -0.31030 4.23470 2.04981 0.253 -0.090 -0.227
H -0.98559 3.78328 0.75240 -0.024 -0.681 -0.462
H 2.36277 -1.90467 1.34213 0.304 -0.487 -0.632
H -0.16207 -2.48759 0.57466 0.236 0.089 -0.134
H -4.96699 -0.99018 0.25993 -0.435 -0.854 0.436
H 0.37313 -1.04345 -2.88022 -0.454 0.780 -0.283
C 0.89930 2.09858 -1.70953 1.497 -0.129 0.593
H -1.64614 0.34002 -4.93484 -0.207 0.135 -0.003
```
Forces are in eV/Å.

As for the HOMO-LUMO gap: 0.2967 Eh. Its HOMO energy is -0.30965 Ha. The value obtained for the largest force on an atom is 2.5 eV/Å. The molecular weight comes out at 337.36 g mol⁻¹.

=====

Question: Which value of molecular weight does entry 2 give?
Answer: 337.36 g mol⁻¹

=====

Question: Look up the molecular weight of the first one.
Answer: 1106.14 g mol⁻¹

=====

Question: Which value of molecular weight does entry 1 give?
Answer: 1106.14 g mol⁻¹

=====

Question: molecular weight of number 2 (C5H39NO14)?
Answer: 337.36 g mol⁻¹